The following is a DFT calculation (ωB97M-V/def2-TZVPD) of a molecular structure, C24H39CoN4PSSi.

Results
Energy relative to the best compared isomer or geometry (same formula, charge and spin): 0.000 eV
Total energy: -3568.26751 Eh
2S+1: 4
Charge: +2
LUMO energy (spin up / spin down): -5.13 / -6.40 eV
HOMO-LUMO gap (spin up / spin down): 8.3 / 7.0 eV
HOMO energy (spin up / spin down): -13.4 / -13.4 eV

Element x y z (Å)
Co -0.0151 -0.8085 -0.4183
C -1.1655 -0.2096 -4.0517
C -1.1576 -1.7423 -4.0155
C -0.0223 -2.3013 -4.8712
C -1.1107 -2.2313 -2.5888
C -2.3022 -2.4976 -1.9137
C -2.3050 -3.0186 -0.6292
C -1.1162 -3.2700 0.0582
C -1.1343 -3.9507 1.3911
C 0.0991 -2.9986 -0.5981
C 0.0953 -2.4950 -1.9153
H -1.1096 0.1311 -5.0827
H -0.3205 0.1982 -3.5005
H -2.0767 0.1852 -3.6124
H -2.1030 -2.0869 -4.4459
H 0.9445 -1.8931 -4.5851
H -0.1890 -2.0386 -5.9120
H 0.0126 -3.3864 -4.7934
H -3.2385 -2.3678 -2.4341
H -3.2456 -3.2850 -0.1674
H -0.9494 -5.0161 1.2531
H -2.1109 -3.8585 1.8587
H -0.3644 -3.5685 2.0596
H 1.0305 -3.3598 -0.1679
H 1.0249 -2.4914 -2.4654
C 5.1618 3.5258 0.3341
Si 4.4887 1.9947 1.2568
C 3.1454 2.5307 2.4923
C 5.8950 0.9853 2.0552
C 3.6289 1.0126 -0.1696
C 4.2768 0.9519 -1.4012
C 3.6268 0.5121 -2.5402
C 2.2988 0.1316 -2.4386
N 1.6772 0.1025 -1.2704
C 2.3353 0.4870 -0.1629
S 1.3623 0.1686 1.2359
H 5.5792 4.2362 1.0387
H 4.3796 4.0379 -0.2190
H 5.9492 3.2728 -0.3676
H 3.5284 3.3071 3.1473
H 2.8125 1.7078 3.1167
H 2.2796 2.9374 1.9744
H 6.4289 1.6132 2.7631
H 6.6187 0.6394 1.3225
H 5.5313 0.1202 2.6003
H 5.3064 1.2634 -1.4774
H 4.1265 0.4788 -3.4928
H 1.7341 -0.1497 -3.3154
C -2.4893 2.0387 3.0943
N -2.7230 0.5382 3.2651
C -4.1612 0.2408 2.8538
N -4.4023 0.7003 1.5399
C -4.1723 2.1307 1.4292
N -2.7991 2.4455 1.7798
C -1.8569 1.9770 0.7868
P -1.8739 0.1225 0.5937
C -1.7799 -0.2525 2.4423
C -3.7421 -0.0646 0.5083
H -1.4419 2.2481 3.3235
H -3.1321 2.5574 3.8102
H -2.5964 0.2970 4.2531
H -4.8281 0.7489 3.5576
H -4.3210 -0.8386 2.9206
H -4.8569 2.6629 2.0921
H -4.3707 2.4496 0.4073
H -0.8433 2.2788 1.0666
H -2.0931 2.4368 -0.1766
H -0.7563 -0.0583 2.7743
H -1.9916 -1.3162 2.5904
H -4.0063 -1.1193 0.6206
H -4.1038 0.2703 -0.4671

=====

The following is a DFT calculation (ωB97M-V/def2-TZVPD) of a molecular structure, C44H94AsF6N4P2.

Results
Energy relative to the best compared isomer or geometry (same formula, charge and spin): 4.015 eV
Total energy: -5468.78457 Eh
2S+1: 1
Charge: +3
LUMO energy: -5.90 eV
HOMO-LUMO gap: 10.1 eV
HOMO energy: -16.0 eV

Element x y z (Å)
As 0.7328 0.3201 0.4740
F 1.9224 1.1299 -0.6876
F 1.8074 -1.1080 0.5371
F -0.4601 -0.4999 1.5720
F -0.3141 1.8244 0.5298
F -0.0004 -0.3981 -0.9356
F 1.6505 1.0633 1.8413
C 1.4113 -1.2715 -7.4485
C 2.8675 -1.3247 -6.9383
N 2.8346 -1.4121 -5.5460
C 2.1611 -0.5171 -4.6645
C 2.5686 -0.8492 -3.3821
N 3.5014 -1.8434 -3.4263
C 3.5711 -2.2871 -4.7380
C 4.0616 -2.4785 -2.2906
H 1.3784 -0.6401 -8.3364
H 0.6869 -0.7014 -6.8667
H 1.0984 -2.2976 -7.6416
H 3.5558 -0.4915 -7.0801
H 3.2656 -2.2358 -7.3851
H 1.6733 0.3403 -5.1041
H 2.2285 -0.4389 -2.4427
H 4.2031 -3.0150 -5.2248
H 4.6150 -1.7006 -1.7646
H 4.7839 -3.2013 -2.6700
H 3.2406 -3.0232 -1.8243
C -1.2444 1.4636 8.7633
C -1.0879 2.5048 7.5966
N -1.3107 2.0721 6.1808
C -0.3469 1.4899 5.3973
C -0.7847 1.4741 4.0649
N -2.1461 1.7123 3.9908
C -2.4374 2.1499 5.2901
C -3.0743 1.8095 2.7978
H -1.6883 0.5615 8.3423
H -2.0608 1.6519 9.4606
H -0.3518 1.1077 9.2779
H -0.0552 2.8468 7.6643
H -1.5300 3.4787 7.8063
H 0.5929 1.3733 5.9165
H -0.3211 1.1575 3.1422
H -3.4461 2.5064 5.4380
H -4.0557 1.6407 3.2409
H -2.8303 0.9750 2.1404
H -3.1270 2.7646 2.2753
C -4.2939 -0.9732 0.1752
C -4.1892 -2.4339 0.6297
C -3.0083 -2.6249 1.5025
C -2.8978 -4.0544 2.1615
P -1.4084 -4.2030 3.2070
C -1.4731 -2.8695 4.5208
C -0.4072 -2.8786 5.7092
C -0.6024 -3.9833 6.7825
C -1.8924 -4.0827 7.4397
C -1.5783 -5.8130 4.0456
C -1.4607 -6.9888 3.0709
C -1.7197 -8.3591 3.7229
C -3.1333 -8.9522 3.5828
C 0.1403 -4.1001 2.1387
C -0.0448 -4.8819 0.7818
C 1.2557 -4.8343 -0.0410
C 1.0466 -5.3291 -1.5338
H -4.6876 -0.3930 1.0098
H -4.9473 -0.7613 -0.6712
H -3.3404 -0.4863 -0.0295
H -3.9875 -3.1417 -0.1744
H -5.0978 -2.6471 1.1927
H -3.1690 -1.8980 2.2987
H -2.0210 -2.3076 1.1667
H -2.9126 -4.9303 1.5130
H -3.7226 -4.2647 2.8423
H -2.4264 -2.6940 5.0191
H -1.3683 -1.9348 3.9700
H -0.4532 -1.8608 6.0964
H 0.5676 -2.9680 5.2296
H 0.1417 -3.7372 7.5399
H -0.0957 -4.8630 6.3856
H -1.9533 -4.7627 8.2895
H -2.6546 -4.4233 6.7388
H -2.1694 -3.0645 7.7129
H -2.5404 -5.9118 4.5482
H -0.7053 -5.8724 4.6956
H -0.4189 -6.9229 2.7569
H -2.0723 -7.0826 2.1736
H -1.3752 -8.3814 4.7568
H -1.0355 -9.0569 3.2402
H -3.9723 -8.2784 3.7565
H -3.2414 -9.7474 4.3205
H -3.2951 -9.4080 2.6060
H 0.9051 -4.6355 2.7013
H 0.3088 -3.0256 2.2101
H -0.8446 -4.4136 0.2081
H -0.3453 -5.8876 1.0757
H 1.9584 -5.5566 0.3744
H 1.6949 -3.8392 -0.1118
H 1.8736 -5.9408 -1.8945
H 0.8433 -4.6173 -2.3338
H 0.2917 -6.1104 -1.6220
C -3.6497 1.8454 -2.6143
C -2.1463 1.7248 -3.0585
C -1.3817 3.0280 -2.7143
C 0.1300 2.9008 -2.9093
P 1.1971 4.2480 -3.1498
C 0.2369 5.6267 -3.7836
C 0.9308 6.9717 -4.3420
C 1.2325 6.9865 -5.8789
C 0.0390 7.4578 -6.8071
C 1.8228 4.7212 -1.4346
C 0.7736 5.2977 -0.4695
C 0.6517 6.7745 -0.5894
C 1.5007 7.5366 0.3743
C 2.6495 3.8032 -4.1266
C 3.7186 3.0051 -3.2636
C 4.6682 2.2329 -4.3089
C 5.6225 1.1832 -3.7044
H -4.4193 1.8701 -3.3857
H -3.7690 2.9074 -2.3998
H -3.9539 1.0516 -1.9320
H -2.0505 1.6597 -4.1423
H -1.7577 0.8116 -2.6078
H -1.6143 3.2771 -1.6790
H -1.8489 3.8316 -3.2835
H 0.3202 2.2150 -3.7349
H 0.4939 2.2857 -2.0863
H -0.5576 5.8816 -3.0822
H -0.2719 5.0950 -4.5876
H 1.7221 7.4380 -3.7551
H 0.2211 7.7800 -4.1656
H 1.5639 6.0230 -6.2661
H 2.0884 7.6216 -6.1071
H 0.1019 7.1712 -7.8568
H -0.1673 8.5278 -6.7827
H -0.9010 7.0596 -6.4249
H 2.6797 5.3855 -1.5456
H 2.1975 3.7747 -1.0450
H 0.8802 5.1159 0.6000
H -0.1802 4.8009 -0.6469
H -0.3911 7.0722 -0.4797
H 0.9853 7.0906 -1.5778
H 0.9099 7.8891 1.2198
H 1.9305 8.4305 -0.0777
H 2.3432 6.9896 0.7974
H 3.0622 4.7489 -4.4781
H 2.2549 3.2434 -4.9745
H 3.2399 2.3057 -2.5782
H 4.3656 3.7030 -2.7321
H 5.1244 2.9922 -4.9441
H 3.9813 1.5174 -4.7609
H 5.8663 0.3463 -4.3589
H 5.1542 0.7207 -2.8355
H 6.5952 1.5272 -3.3529

=====

Computed values of strongest force on any atom (unit: hartree/bohr) for the preceding records, in sequence: 0.0350; 0.1363.